Density functional theory data (ωB97M-V with the def2-TZVPD basis set) for a molecular structure, C23H35N2O4PTc.

Properties
- Frontier orbital gap (alpha / beta): 0.280 / 0.146 hartree
- Multiplicity: 4
- Highest occupied orbital energy (alpha / beta): -0.7760 / -0.7660 Eh
- Charge: +4

Structure (XYZ):
```
66
Properties=species:S:1:pos:R:3:forces:R:3
Tc 0.05817 0.39555 -0.50878 1.0088 -1.9876 1.4810
C -1.87922 0.08426 -0.64174 -6.6882 -0.6895 -0.5736
O -3.02739 -0.09721 -0.68181 4.7945 0.7265 0.2373
C -0.18790 2.25149 -0.12006 -0.9560 6.2168 0.7995
O -0.31630 3.39106 0.11653 0.6500 -5.0924 -0.8850
C 2.00022 0.61735 -0.37462 6.7565 0.9264 0.3754
O 3.15321 0.76641 -0.25568 -5.1234 -0.6678 -0.2408
C -1.28435 1.30610 -3.64358 -0.3330 0.0890 0.3815
P 0.19778 0.57517 -2.77435 -0.2235 0.4583 -3.6931
H 0.81661 -1.26174 -4.16826 -0.1099 0.0761 0.1881
H -2.11337 0.61427 -3.41433 0.3053 0.1163 -0.0390
C 1.67972 1.26560 -3.67984 0.6199 0.3029 0.3211
H 1.39731 1.24556 -4.74712 -0.2842 -0.1751 0.4516
C -1.11434 1.39774 -5.16439 0.1442 -0.0918 -0.1231
H -0.80458 0.44807 -5.61974 -0.0504 0.2464 0.0281
H -0.39187 2.18269 -5.43059 -0.2436 -0.2397 0.0035
H -2.08237 1.68026 -5.60605 0.2894 -0.1051 0.1610
C -1.64951 2.67867 -3.07359 -0.0374 0.1730 -0.1001
H -0.89583 3.43347 -3.33470 -0.3270 -0.1393 0.1012
C 0.93891 -2.08763 -2.18301 0.4365 0.3417 -0.3983
H -1.76294 2.66203 -1.98421 -0.1694 0.0773 -0.1512
H -2.61108 2.99002 -3.50758 0.3146 -0.0035 0.1827
C -1.17377 -1.77976 -3.51991 -0.0507 0.0328 -0.0269
H 0.52545 -1.93907 -1.16516 -0.2804 -0.0765 0.3829
H 0.77988 -3.14137 -2.43529 0.0586 0.1612 0.3517
H 2.01766 -1.90731 -2.13379 -0.1714 -0.0107 0.0208
C 0.22826 -1.23153 -3.24016 -0.2213 -0.3268 0.0374
H -1.09436 -2.86638 -3.65307 -0.1007 0.2453 -0.0237
H -1.60946 -1.35636 -4.43154 0.0466 -0.1433 0.2662
H -1.85466 -1.58808 -2.67909 0.0232 -0.2014 -0.2281
C 2.94768 0.41334 -3.53574 -0.1425 -0.1098 0.0377
H 3.27793 0.34196 -2.49581 0.1274 -0.0119 -0.3594
H 3.74991 0.90644 -4.10222 -0.1876 -0.1986 0.1386
H 2.81953 -0.59858 -3.93815 0.1552 0.2602 0.0466
C 1.94530 2.72517 -3.28487 -0.0759 0.1147 -0.1082
H 2.11884 2.83049 -2.20276 0.0511 0.0484 -0.2320
H 1.12466 3.39325 -3.57884 0.3181 -0.1624 0.1195
H 2.85326 3.06174 -3.80754 -0.2908 -0.0145 0.2248
H 0.05128 -5.03921 -1.59499 -0.0400 -0.0967 0.2645
H 0.04956 -5.10655 -0.84915 0.0113 0.0166 -0.2375
C 0.43152 0.07733 6.13742 0.1422 -0.0101 1.0772
N 0.46708 0.38589 4.71782 0.6922 0.2306 -0.1252
N -0.04636 -0.42133 3.75839 -1.3249 -1.4056 0.4009
C 0.33810 0.05731 2.53170 -0.1297 -0.2730 -1.3346
O -0.08476 -0.47304 1.44492 0.6266 0.8264 1.0405
C 1.18059 1.17079 2.78480 -0.4368 -0.3176 -1.4875
C 1.25263 1.32023 4.14317 0.0162 0.4484 1.4291
C 2.03991 2.30910 4.90260 0.3197 0.4358 -0.1786
C -1.04305 -1.40676 3.99587 0.3190 0.9552 -0.0494
C -1.99055 -1.23234 5.00361 -1.3509 -0.5094 1.3025
C -2.95160 -2.22095 5.22026 0.7729 2.1120 0.8626
C -3.00777 -3.33786 4.37984 -0.6362 -0.9803 -0.1267
C -2.09502 -3.46750 3.32405 1.5069 0.5020 -1.1464
C -1.10691 -2.50763 3.13779 -0.6301 -1.7456 -0.9666
H 1.45661 -0.03553 6.51601 -0.1496 0.1054 -0.1966
H -0.11381 -0.83975 6.34981 0.2736 0.0796 -0.1939
H -0.05676 0.89644 6.67910 0.1187 -0.0206 -0.1375
H 1.64030 1.77949 2.02009 0.1663 0.0201 0.2869
H 1.42273 2.94340 5.55073 0.0108 -0.2167 -0.0326
H 2.82306 1.83633 5.50904 -0.1574 -0.0096 -0.0205
H 2.53321 2.95905 4.17015 -0.0272 -0.0729 0.3098
H -1.97688 -0.34474 5.63256 -0.2391 -0.2331 -0.2010
H -3.66424 -2.10358 6.03619 0.0743 -0.0153 -0.2215
H -3.77757 -4.09677 4.53462 0.1777 0.1335 -0.0129
H -2.15413 -4.31600 2.64404 0.0299 0.1224 0.2256
H -0.39416 -2.58891 2.32104 -0.1690 -0.2470 0.3137
```
Forces are in eV/Å.

These are the natural (NBO) partial charges, in e, on atoms 1 to 5: atom 1 (Tc): 0.054, atom 2 (C): 0.618, atom 3 (O): -0.303, atom 4 (C): 0.667, atom 5 (O): -0.292

***

Density functional theory data (ωB97M-V with the def2-TZVPD basis set) for a single C23H35N3O3 molecule.

Properties
- Frontier orbital gap: 0.309 hartree
- Highest occupied orbital energy: -0.2873 Eh
- Energy relative to the best compared isomer or geometry (same formula, charge and spin): 40.81 kJ/mol
- Charge: 0

Structure (XYZ):
```
64
Properties=species:S:1:pos:R:3:forces:R:3
C -2.04308 -2.20372 -1.08982 -0.1144 0.2295 0.1230
C -2.39725 -0.72991 -1.23133 0.0824 -0.2488 -0.3645
C -1.89185 -0.13532 -2.55697 -0.2375 0.1916 0.2320
C -2.41594 1.30300 -2.71025 0.1239 -0.3055 -0.1218
N -0.45051 -0.28246 -2.65269 0.0166 0.0235 -0.0073
C 0.35553 0.62429 -1.86868 0.1217 -0.2523 0.0103
C 1.49635 -0.13199 -1.15004 0.1966 0.1368 -0.1653
N 1.41280 0.02503 0.28433 -0.3101 -0.1443 -0.2807
C 2.40416 0.56202 1.01313 -0.1434 -0.1445 0.5395
O 3.49093 0.86372 0.56347 0.3561 0.1828 -0.0457
C 2.07726 0.74490 2.49871 0.0819 0.1814 -0.0668
C 0.80136 1.58212 2.75616 0.2549 -0.1673 -0.4138
O 0.97360 2.44548 3.86558 -0.1968 0.1412 0.1935
C 0.79800 1.88923 5.09935 -0.0431 -0.2389 0.3941
C 1.41104 2.45684 6.20575 -0.1103 -0.0956 -0.2887
C 1.19982 1.92179 7.46361 -0.0495 -0.0696 -0.0183
C 0.38157 0.81359 7.64832 0.0111 0.0200 -0.0883
C 0.14599 0.25012 9.01628 -0.0802 0.0562 0.0043
C -0.24055 0.25483 6.53973 0.1512 0.1623 -0.0561
C -0.04172 0.78819 5.27724 0.3099 0.3726 0.0472
N -0.68656 0.26810 4.15026 -0.2925 -0.1920 0.2509
C -0.38455 0.63309 2.89091 -0.0117 0.2595 -0.0922
O -0.96751 0.17926 1.92220 -0.0898 -0.0703 -0.1498
C 0.13172 -0.64294 -3.93411 -0.3913 -0.1469 -0.1152
C -0.20713 -2.08738 -4.32077 0.4472 0.0789 0.0182
C 0.57186 -2.49913 -5.56647 -0.3408 -0.0406 -0.1242
C 0.25167 -1.56596 -6.73004 0.3397 0.0107 0.0305
C 0.56444 -0.12118 -6.35397 -0.3130 -0.0208 -0.1274
C -0.21379 0.28931 -5.10711 0.4393 0.0085 0.1542
H -2.51210 -2.79153 -1.87615 -0.0273 -0.1307 -0.0929
H -2.37833 -2.58189 -0.12713 -0.0270 -0.1231 0.0831
H -0.96697 -2.33200 -1.15949 0.1229 -0.0949 -0.0125
H -1.97299 -0.18156 -0.38991 -0.0359 0.1648 0.0421
H -3.48175 -0.60865 -1.19104 -0.0497 0.0946 0.0717
H -2.31663 -0.73397 -3.36759 -0.0158 -0.0036 0.0136
H -1.98399 1.78645 -3.58175 0.0180 0.0952 -0.1016
H -2.18285 1.90188 -1.83333 0.0188 0.0904 0.1109
H -3.49709 1.28631 -2.82700 -0.1322 0.0527 0.0143
H -0.27441 1.07951 -1.10513 0.0206 0.0838 -0.0097
H 0.77600 1.43824 -2.47710 -0.0551 0.0526 0.0523
H 2.48125 0.23261 -1.44725 -0.0854 -0.0980 0.0143
H 1.41983 -1.19521 -1.39810 0.0273 0.0950 -0.0828
H 0.50439 -0.14784 0.69840 0.1195 0.0927 0.1605
H 1.99541 -0.23736 2.97192 0.0413 0.0020 0.0204
H 2.92083 1.27258 2.94835 -0.0975 -0.0543 -0.0795
H 0.62712 2.25146 1.90614 -0.0927 -0.2236 0.1571
H 2.04399 3.31730 6.06226 0.1001 0.1090 -0.0369
H 1.68413 2.37208 8.31662 0.0688 0.0424 0.1015
H -0.04433 -0.81930 8.96920 0.0011 -0.0796 0.0671
H 1.00357 0.42853 9.65980 0.0367 -0.0344 0.0844
H -0.72202 0.72760 9.47173 -0.0396 -0.0224 0.1011
H -0.89340 -0.59859 6.65484 -0.0725 -0.1344 0.0157
H -1.41939 -0.41783 4.28259 0.0943 0.0967 -0.1670
H 1.21694 -0.59652 -3.78561 0.0341 -0.0261 -0.0474
H -1.27524 -2.18289 -4.52152 -0.1179 -0.0120 0.0273
H 0.03618 -2.74820 -3.48781 -0.0601 0.0023 0.0772
H 0.32283 -3.52817 -5.83518 0.0907 -0.0314 0.0158
H 1.64295 -2.45898 -5.35485 0.0781 -0.0517 0.0063
H -0.80786 -1.65275 -6.98261 -0.0638 -0.0210 -0.0612
H 0.82985 -1.85505 -7.61031 -0.0719 -0.0165 -0.0588
H 0.31128 0.54271 -7.18399 0.0951 0.0315 -0.0009
H 1.63542 -0.02134 -6.16150 0.0744 0.0430 -0.0274
H -1.28370 0.23718 -5.31757 -0.1142 0.0306 0.0418
H 0.03341 1.32022 -4.84272 -0.0917 0.0597 0.0284
```
Forces are in eV/Å.

These are the natural (NBO) partial charges, in e, on atoms 1 to 5: atom 1 (C): -0.609, atom 2 (C): -0.396, atom 3 (C): -0.029, atom 4 (C): -0.630, atom 5 (N): -0.484

***

Density functional theory data (ωB97M-V with the def2-TZVPD basis set) for a single C23H35N3O4 molecule.

Properties
- Frontier orbital gap: 0.324 hartree
- Highest occupied orbital energy: -0.3005 Eh
- Energy relative to the best compared isomer or geometry (same formula, charge and spin): 83.86 kJ/mol
- Charge: 0

Structure (XYZ):
```
65
Properties=species:S:1:pos:R:3:forces:R:3
C -5.61261 -2.88222 -2.21746 -0.0549 -0.2132 -0.0880
O -5.35074 -1.60535 -1.69314 0.1773 0.3566 0.3901
C -4.55540 -1.50095 -0.57694 -0.0776 0.0850 -0.1709
C -4.02278 -2.60245 0.08114 -0.0587 -0.0379 -0.1073
C -3.26280 -2.45003 1.22719 0.0188 -0.0258 0.0315
C -3.02510 -1.18953 1.73557 -0.0718 -0.0123 -0.0380
C -3.52929 -0.07278 1.08603 -0.1732 0.0453 -0.0910
C -3.24059 1.31354 1.59884 -0.0343 -0.0488 -0.0788
N -2.25001 1.96120 0.75352 -0.0939 0.1552 -0.0712
C -2.10625 3.38656 0.91904 0.0822 0.1571 -0.3142
C -1.52260 3.92467 -0.38508 -0.4342 0.1278 0.2578
N -0.33254 3.17886 -0.72482 0.1226 0.3985 -0.2621
C -0.05017 1.92928 -0.33224 -0.1788 -0.0967 0.0036
O 0.95748 1.35576 -0.72392 0.2627 -0.2422 -0.0924
C -0.97360 1.29033 0.69221 0.1964 -0.1676 0.0079
C -0.18194 1.22664 2.03453 -0.1067 -0.1268 0.0629
C 0.35778 -0.17205 2.31647 -0.0756 0.4896 -0.1502
O 0.12034 -0.76322 3.35328 -0.1385 -0.1668 0.4092
N 1.09680 -0.66491 1.31260 0.3031 -0.1549 -0.4018
C 1.74816 -1.95100 1.36396 0.1805 -0.2096 0.2983
C 3.25514 -1.82434 1.13654 -0.3202 0.0158 -0.2660
C 3.59129 -1.42403 -0.29970 0.3228 -0.2654 0.3311
C 5.09647 -1.28270 -0.52838 -0.2907 0.0219 -0.0597
C 5.71019 -0.12734 0.28337 0.2302 -0.1346 0.0132
C 6.75517 0.49279 -0.63988 -0.1202 0.1368 0.0141
C 6.07548 0.42130 -2.00223 0.1538 -0.0723 -0.0404
C 5.43230 -0.96689 -2.00396 0.0400 0.0202 -0.0355
C -4.28685 -0.21140 -0.08191 0.0964 0.0185 0.0308
O -4.74781 0.95896 -0.61833 -0.1203 -0.3861 0.4279
C -5.00598 1.05340 -2.00009 -0.1401 0.1886 -0.4598
H -6.14921 -3.51176 -1.50029 0.0403 0.0139 -0.0278
H -6.24457 -2.71379 -3.08869 0.0414 -0.0747 0.0505
H -4.69381 -3.38816 -2.53165 -0.0362 0.0123 0.0318
H -4.20872 -3.59644 -0.29246 -0.0465 -0.0676 -0.0749
H -2.86104 -3.32055 1.72148 0.0400 -0.0898 0.0461
H -2.43100 -1.06871 2.62818 0.1030 0.0562 0.1418
H -2.93141 1.25197 2.65371 -0.0539 0.0037 -0.0409
H -4.15137 1.91273 1.53787 0.0764 0.0171 0.0958
H -1.45272 3.66025 1.76446 -0.0620 0.0275 0.0082
H -3.08778 3.83239 1.08487 0.0398 -0.0017 0.0118
H -2.26944 3.81437 -1.18069 0.0144 0.0724 0.1213
H -1.26189 4.98245 -0.28913 -0.0194 -0.0822 0.0045
H 0.28712 3.57304 -1.41996 0.0228 -0.1876 0.1052
H -1.16961 0.26431 0.35872 0.1654 0.1855 -0.0444
H -0.82997 1.50683 2.86507 0.0771 -0.0612 -0.0150
H 0.66083 1.92199 2.01216 -0.0217 0.0000 0.0652
H 1.23978 -0.09496 0.48298 -0.1314 0.0969 0.0889
H 1.54262 -2.36770 2.35327 -0.0198 -0.0146 -0.1731
H 1.31263 -2.61260 0.60515 0.0326 -0.0329 0.0934
H 3.65268 -1.08514 1.83323 0.0391 -0.0018 0.1006
H 3.72455 -2.78431 1.36198 0.0658 -0.0359 0.0243
H 3.10642 -0.47841 -0.54974 -0.0452 0.0989 -0.1139
H 3.19955 -2.18854 -0.97603 -0.0888 0.0087 -0.0627
H 5.57553 -2.22361 -0.24026 -0.0188 0.0066 0.0074
H 6.13832 -0.46601 1.22582 -0.0628 0.0496 0.1037
H 4.94004 0.61409 0.50279 -0.0831 0.0596 0.0736
H 7.02015 1.50914 -0.35026 0.0990 0.0160 0.0262
H 7.66277 -0.11362 -0.64397 0.0807 -0.0116 0.0054
H 6.76919 0.55939 -2.83081 -0.0306 0.0815 -0.0664
H 5.30440 1.19045 -2.06633 -0.0226 0.0789 -0.0257
H 6.13762 -1.70169 -2.39420 -0.0075 -0.0271 -0.0601
H 4.54150 -0.99436 -2.63012 -0.0363 -0.0865 -0.0690
H -5.07432 2.12225 -2.20682 0.0321 -0.0594 -0.0278
H -4.19305 0.62257 -2.58987 -0.0190 0.0071 0.0260
H -5.94534 0.57000 -2.27663 0.1389 0.0865 0.0192
```
Forces are in eV/Å.

These are the natural (NBO) partial charges, in e, on atoms 1 to 5: atom 1 (C): -0.249, atom 2 (O): -0.512, atom 3 (C): 0.225, atom 4 (C): -0.279, atom 5 (C): -0.214

***

Results for total energy: -1728.34304, -1287.45272, -1362.66259 (in hartree, following the order of the records).
Results for max |F|: 6.83, 0.58, 0.59 (in eV Å⁻¹, following the order of the records).